Entry 1:
The following is a DFT calculation (ωB97M-V with the def2-TZVPD basis set) of a structure of composition C44H35BrFeN6O5.

HOMO energy (alpha / beta) = -10.59 / -10.55 eV
Multiplicity = 6
Charge = +1
F_max = 0.011 hartree/bohr
Orbital gap (alpha / beta) = 7.6 / 7.0 eV

```
92
C44H35BrFeN6O5 (ωB97M-V with the def2-TZVPD basis set)
Fe 0.310 0.046 -0.359
C 4.552 -0.858 0.465
C 3.065 -0.834 0.357
N 2.372 0.214 0.122
N 2.918 1.448 0.017
C 1.949 2.322 -0.190
O 0.708 1.997 -0.307
C 2.303 3.754 -0.277
C 3.605 4.187 -0.035
C 3.908 5.536 -0.112
C 2.917 6.455 -0.433
C 1.620 6.026 -0.679
C 1.311 4.677 -0.601
C 2.244 -2.041 0.566
C 2.795 -3.241 0.983
C 1.959 -4.308 1.264
C 0.591 -4.144 1.131
C 0.113 -2.924 0.687
N 0.913 -1.901 0.392
H 4.944 0.141 0.297
H 4.862 -1.209 1.451
H 4.968 -1.538 -0.281
H 4.367 3.460 0.208
H 4.918 5.874 0.076
H 3.157 7.508 -0.495
H 0.851 6.742 -0.936
H 0.308 4.324 -0.797
H 3.865 -3.332 1.104
H 2.372 -5.252 1.594
H -0.100 -4.944 1.353
H -0.942 -2.753 0.531
C 0.649 1.690 4.071
O -0.646 1.955 3.460
C -0.660 1.225 2.346
N 0.371 0.573 2.013
C 1.413 0.858 3.006
C 2.042 -0.401 3.549
C 1.257 -1.508 3.860
C 1.837 -2.652 4.384
C 3.208 -2.701 4.605
C 3.995 -1.601 4.296
C 3.413 -0.456 3.767
C -1.880 1.188 1.517
C -3.013 1.940 1.765
C -4.083 1.819 0.890
C -4.004 0.917 -0.161
C -2.842 0.176 -0.295
N -1.781 0.341 0.491
C -2.706 -0.874 -1.332
N -1.718 -1.661 -1.417
C -2.077 -2.620 -2.494
C -3.200 -1.873 -3.224
O -3.719 -0.990 -2.199
C -0.955 -3.068 -3.394
C -1.257 -3.502 -4.685
C -0.254 -3.941 -5.534
C 1.065 -3.960 -5.104
C 1.370 -3.541 -3.818
C 0.365 -3.100 -2.968
H 0.479 1.130 4.989
H 1.117 2.643 4.297
H 2.188 1.461 2.527
H 0.188 -1.476 3.681
H 1.219 -3.507 4.624
H 3.660 -3.591 5.022
H 5.063 -1.631 4.471
H 4.028 0.402 3.519
H -3.038 2.611 2.612
H -4.973 2.414 1.034
H -4.818 0.769 -0.855
H -2.497 -3.502 -1.992
H -4.014 -2.489 -3.591
H -2.799 -1.250 -4.028
H -2.281 -3.496 -5.037
H -0.504 -4.269 -6.535
H 1.849 -4.301 -5.768
H 2.396 -3.550 -3.472
H 0.616 -2.760 -1.975
Br -2.380 1.687 -4.431
C -0.772 0.936 -5.098
C -0.645 0.928 -6.479
C 0.485 0.391 -7.073
C 1.497 -0.142 -6.291
C 1.368 -0.130 -4.915
C 0.239 0.407 -4.293
C 0.199 0.337 -2.808
O -0.742 0.793 -2.124
O 1.149 -0.254 -2.191
H -1.438 1.347 -7.083
H 0.571 0.394 -8.152
H 2.380 -0.565 -6.750
H 2.140 -0.543 -4.282
```

***

Entry 2:
The following is a DFT calculation (ωB97M-V with the def2-TZVPD basis set) of a structure of composition C44H35F6IMnN4O7 in a non-equilibrium geometry.

HOMO energy (alpha / beta) = -0.36 / -2.35 eV
Multiplicity = 6
Charge = -2
F_max = 0.030 hartree/bohr
Orbital gap (alpha / beta) = 4.0 / 6.0 eV
ΔE to the lowest compared entry with this formula, charge and spin = 4.3 kJ/mol

```
98
C44H35F6IMnN4O7 (ωB97M-V with the def2-TZVPD basis set)
Mn 0.246 -0.135 0.111
C -4.829 0.148 -5.073
C -5.551 -0.784 -4.106
C -5.921 -2.073 -4.823
C -6.374 -3.152 -3.848
C -5.230 -3.453 -2.924
C -4.916 -4.722 -2.506
C -3.842 -4.920 -1.644
F -3.564 -6.185 -1.261
C -3.083 -3.889 -1.179
C -3.392 -2.601 -1.603
C -2.594 -1.469 -1.076
O -1.623 -1.693 -0.402
C -3.106 -0.146 -1.397
C -4.123 -0.028 -2.268
N -4.722 -1.072 -2.913
C -4.438 -2.378 -2.492
C -2.497 1.110 -0.819
O -3.221 2.102 -0.690
O -1.254 1.023 -0.570
H -5.487 0.379 -5.916
H -3.927 -0.340 -5.454
H -4.533 1.087 -4.607
H -6.474 -0.297 -3.771
H -5.040 -2.436 -5.361
H -6.691 -1.841 -5.559
H -6.690 -4.055 -4.370
H -7.236 -2.785 -3.279
H -5.508 -5.571 -2.832
H -2.239 -4.035 -0.509
H -4.502 0.963 -2.495
C -1.212 -3.540 -4.267
C -1.123 -2.162 -4.054
C -0.366 -1.649 -3.015
C 0.329 -2.498 -2.131
C 0.253 -3.889 -2.359
C -0.510 -4.388 -3.409
N 1.000 -1.903 -1.089
N 1.878 -2.682 -0.462
C 2.350 -2.056 0.669
C 3.397 -2.655 1.384
C 3.888 -2.075 2.547
C 3.347 -0.882 3.021
C 2.303 -0.278 2.310
C 1.813 -0.848 1.163
H -1.809 -3.941 -5.081
H -1.652 -1.480 -4.713
H -0.297 -0.577 -2.847
H 0.779 -4.543 -1.676
H -0.571 -5.465 -3.556
H 3.805 -3.583 0.996
H 4.698 -2.553 3.089
H 3.724 -0.421 3.927
H 1.879 0.653 2.673
N -1.287 2.159 2.320
C -0.289 2.715 1.595
O 0.682 2.107 1.190
C -0.510 4.182 1.247
I 1.302 5.294 1.202
H -1.291 1.133 2.344
H -2.179 2.622 2.316
H -1.166 4.680 1.950
H -0.924 4.233 0.242
C -4.221 -1.111 7.424
C -3.391 -1.178 6.162
C -2.003 -1.227 6.215
C -1.228 -1.307 5.058
C 0.279 -1.376 5.130
C -1.869 -1.331 3.817
C -3.261 -1.267 3.738
C -3.942 -1.297 2.391
C -4.003 -1.198 4.914
C -1.035 -1.456 2.553
O -0.530 -2.537 2.304
O -0.867 -0.320 1.943
H -3.591 -1.210 8.311
H -4.965 -1.912 7.450
H -4.760 -0.163 7.501
H -1.507 -1.204 7.185
H 0.627 -1.276 6.160
H 0.740 -0.589 4.525
H 0.643 -2.319 4.716
H -3.793 -2.268 1.906
H -3.519 -0.544 1.721
H -5.016 -1.120 2.489
H -5.089 -1.156 4.850
F 5.399 2.478 -4.713
C 4.436 2.092 -3.843
C 3.207 2.716 -3.819
F 2.967 3.724 -4.682
C 2.230 2.318 -2.931
F 1.054 2.969 -2.960
C 2.400 1.267 -1.998
O 1.474 0.927 -1.193
C 3.677 0.664 -2.062
F 3.970 -0.330 -1.220
C 4.655 1.064 -2.951
F 5.851 0.446 -2.955
```

***

Entry 3:
The following is a DFT calculation (ωB97M-V with the def2-TZVPD basis set) of a structure of composition C44H35N13O6SSn in a non-equilibrium geometry.

HOMO energy = -1.72 eV
Charge = -2
F_max = 0.042 hartree/bohr
Orbital gap = 4.5 eV
ΔE to the lowest compared entry with this formula, charge and spin = 0.0 kJ/mol

```
100
C44H35N13O6SSn (ωB97M-V with the def2-TZVPD basis set)
Sn 5.359 -18.364 -11.056
N 2.635 -19.990 -7.749
C 2.728 -18.715 -7.298
N 3.930 -18.520 -6.795
C 4.514 -19.730 -6.955
N 3.757 -20.663 -7.533
C 5.948 -19.997 -6.753
C 6.400 -21.223 -6.291
N 7.700 -21.520 -6.213
C 8.568 -20.575 -6.606
C 8.102 -19.318 -7.065
N 6.806 -19.055 -7.127
H 1.945 -20.342 -8.378
H 1.913 -18.030 -7.410
H 5.672 -21.976 -6.025
H 9.625 -20.818 -6.530
H 8.809 -18.513 -7.348
O 8.351 -10.067 -10.701
N 7.685 -10.299 -9.727
O 7.363 -9.467 -8.905
C 7.325 -11.743 -9.452
C 6.999 -11.958 -8.178
C 6.682 -13.296 -7.755
C 6.317 -13.597 -6.427
C 5.993 -14.872 -6.100
C 6.110 -15.867 -7.097
N 6.465 -15.641 -8.339
C 6.698 -14.324 -8.663
C 6.954 -14.052 -10.067
N 6.859 -15.068 -10.942
C 7.057 -14.871 -12.213
C 7.312 -13.599 -12.732
C 7.353 -12.492 -11.877
C 7.205 -12.750 -10.494
H 6.900 -11.143 -7.494
H 6.265 -12.761 -5.716
H 5.664 -15.127 -5.109
H 5.859 -16.922 -6.920
H 7.057 -15.750 -12.801
H 7.478 -13.455 -13.796
H 7.582 -11.484 -12.229
O -0.894 -14.407 -12.604
C -0.076 -13.938 -11.780
O -0.094 -12.840 -11.155
C 1.096 -14.873 -11.431
C 2.332 -14.312 -11.142
C 3.440 -15.120 -10.904
N 3.395 -16.449 -11.008
C 2.198 -17.009 -11.201
C 1.044 -16.263 -11.476
C 2.173 -18.539 -11.220
O 1.204 -19.133 -10.760
O 3.243 -19.095 -11.638
H 2.393 -13.232 -11.030
H 4.443 -14.742 -10.684
H 0.113 -16.754 -11.705
C 11.058 -17.843 -9.745
C 9.832 -17.199 -9.853
N 8.945 -17.511 -10.807
C 9.243 -18.417 -11.720
C 10.486 -19.100 -11.715
C 11.387 -18.791 -10.705
C 10.757 -20.289 -12.554
C 10.277 -20.747 -13.700
C 9.489 -20.121 -14.778
C 9.038 -20.908 -15.830
C 8.456 -20.283 -16.905
N 8.417 -18.957 -17.010
C 8.852 -18.301 -15.913
N 9.351 -18.803 -14.816
H 11.778 -17.564 -8.994
H 9.537 -16.444 -9.148
H 8.436 -18.614 -12.435
H 12.344 -19.278 -10.668
H 11.324 -21.006 -11.986
H 10.617 -21.737 -13.991
H 9.143 -22.004 -15.823
H 8.065 -20.837 -17.749
H 8.768 -17.219 -16.000
C 5.096 -21.726 -12.246
S 5.575 -22.219 -10.597
C 7.381 -22.334 -10.711
H 5.230 -22.555 -12.966
H 5.693 -20.921 -12.647
H 4.076 -21.366 -12.226
H 7.863 -21.438 -11.088
H 7.709 -23.186 -11.324
H 7.742 -22.550 -9.703
N 6.136 -18.231 -12.837
C 5.447 -18.009 -13.994
C 4.422 -17.073 -14.112
C 3.617 -16.904 -15.223
C 3.781 -17.673 -16.378
C 4.795 -18.610 -16.268
C 5.639 -18.768 -15.191
H 4.225 -16.496 -13.205
H 2.812 -16.164 -15.168
H 3.162 -17.540 -17.283
H 4.983 -19.257 -17.109
H 6.327 -19.606 -15.146
```

***

Entry 4:
The following is a DFT calculation (ωB97M-V with the def2-TZVPD basis set) of a structure of composition C44H36GeNPRhS.

HOMO energy (alpha / beta) = -13.64 / -13.62 eV
Multiplicity = 2
Charge = +2
F_max = 0.003 hartree/bohr
Orbital gap (alpha / beta) = 6.5 / 6.4 eV
ΔE to the lowest compared entry with this formula, charge and spin = 0.0 kJ/mol

```
85
C44H36GeNPRhS (ωB97M-V with the def2-TZVPD basis set)
Rh 0.009 0.311 0.622
S -1.184 -3.134 3.233
C -0.368 -2.029 4.303
C -0.121 -2.160 5.667
C 0.534 -1.123 6.302
C 0.931 0.022 5.600
C 0.686 0.151 4.248
C 0.034 -0.893 3.599
N -0.300 -0.945 2.251
C -0.947 -2.047 1.936
C -1.357 -2.212 0.555
C -1.967 -3.355 0.054
C -2.286 -3.425 -1.294
C -1.988 -2.355 -2.123
C -1.374 -1.206 -1.621
C -1.055 -1.118 -0.278
H -0.436 -3.038 6.213
H 0.737 -1.195 7.361
H 1.431 0.820 6.132
H 0.980 1.037 3.700
H -2.182 -4.191 0.708
H -2.764 -4.308 -1.694
H -2.238 -2.404 -3.175
H -1.152 -0.392 -2.298
C 3.426 2.179 2.981
C 3.823 0.846 3.021
C 3.442 -0.030 2.018
C 2.691 0.431 0.931
C 2.306 1.784 0.894
C 2.659 2.648 1.925
Ge 2.104 -0.706 -0.520
C 2.029 -2.587 -0.248
C 1.999 -3.107 1.051
C 1.948 -4.476 1.248
C 1.924 -5.333 0.154
C 1.960 -4.825 -1.137
C 2.016 -3.456 -1.342
C 2.208 0.074 -2.256
C 3.095 1.140 -2.448
C 3.307 1.646 -3.721
C 2.630 1.102 -4.803
C 1.739 0.051 -4.620
C 1.530 -0.467 -3.354
H 3.728 2.855 3.770
H 4.433 0.490 3.840
H 3.763 -1.063 2.065
H 1.811 2.184 0.012
H 2.372 3.691 1.882
H 2.010 -2.448 1.912
H 1.934 -4.877 2.253
H 1.890 -6.403 0.310
H 1.957 -5.497 -1.985
H 2.071 -3.072 -2.352
H 3.647 1.555 -1.613
H 4.011 2.455 -3.869
H 2.803 1.493 -5.797
H 1.217 -0.371 -5.469
H 0.842 -1.293 -3.223
C -0.874 3.468 0.470
P -1.378 1.903 -0.312
C -3.110 1.721 0.150
C -4.011 2.703 -0.273
C -5.334 2.646 0.127
C -5.765 1.618 0.958
C -4.872 0.650 1.390
C -3.545 0.699 0.987
C -1.291 2.204 -2.087
C -2.316 1.791 -2.939
C -2.229 2.048 -4.298
C -1.127 2.717 -4.812
C -0.099 3.120 -3.970
C -0.174 2.857 -2.612
H -1.597 4.241 0.209
H 0.115 3.782 0.142
H -0.873 3.343 1.554
H -3.685 3.508 -0.923
H -6.030 3.403 -0.208
H -6.799 1.577 1.271
H -5.208 -0.146 2.041
H -2.853 -0.059 1.325
H -3.185 1.284 -2.540
H -3.032 1.740 -4.955
H -1.071 2.931 -5.871
H 0.757 3.646 -4.368
H 0.636 3.179 -1.969
```

***

Entry 5:
The following is a DFT calculation (ωB97M-V with the def2-TZVPD basis set) of a structure of composition C44H36N5PPtS4.

HOMO energy = -12.76 eV
Charge = +2
F_max = 0.009 hartree/bohr
Orbital gap = 5.7 eV
ΔE to the lowest compared entry with this formula, charge and spin = 0.0 kJ/mol

```
91
C44H36N5PPtS4 (ωB97M-V with the def2-TZVPD basis set)
Pt 1.467 -0.386 0.848
S -0.398 0.936 0.824
C -0.593 1.262 -0.839
N -1.217 2.331 -1.250
C -1.444 2.546 -2.688
C -1.781 1.229 -3.322
N -0.691 0.282 -3.042
C -0.291 -0.589 -4.172
C 0.364 0.234 -5.251
C -0.260 0.394 -6.482
C 0.336 1.168 -7.469
C 1.551 1.788 -7.223
C 2.179 1.630 -5.993
C 1.589 0.853 -5.009
C -0.098 0.279 -1.878
S 1.166 -0.784 -1.501
C -1.786 3.363 -0.354
C -3.291 3.259 -0.341
C -3.913 2.119 0.164
C -5.295 2.021 0.153
C -6.063 3.062 -0.357
C -5.447 4.199 -0.856
C -4.061 4.296 -0.852
H -0.538 2.976 -3.123
H -2.266 3.251 -2.794
H -1.862 1.331 -4.401
H -2.715 0.823 -2.924
H -1.203 -1.059 -4.541
H 0.365 -1.366 -3.787
H -1.205 -0.099 -6.680
H -0.148 1.282 -8.430
H 2.017 2.389 -7.993
H 3.134 2.103 -5.807
H 2.092 0.718 -4.057
H -1.468 4.326 -0.755
H -1.345 3.241 0.632
H -3.322 1.312 0.585
H -5.777 1.140 0.555
H -7.142 2.987 -0.358
H -6.043 5.014 -1.245
H -3.583 5.192 -1.232
N 3.193 -1.625 0.900
C 2.983 -3.067 1.043
C 4.066 -3.924 0.953
C 3.849 -5.293 1.007
C 2.563 -5.801 1.141
C 1.485 -4.939 1.250
C 1.694 -3.561 1.215
P 0.385 -2.371 1.547
C -1.148 -2.963 0.809
C -1.225 -3.122 -0.579
C -2.368 -3.645 -1.158
C -3.444 -4.012 -0.358
C -3.369 -3.867 1.018
C -2.224 -3.348 1.607
C 0.133 -2.334 3.332
C -0.804 -1.430 3.841
C -1.022 -1.352 5.204
C -0.297 -2.165 6.069
C 0.638 -3.057 5.569
C 0.853 -3.148 4.199
H 3.773 -1.242 1.650
H 3.689 -1.439 0.027
H 5.068 -3.533 0.826
H 4.692 -5.967 0.932
H 2.404 -6.870 1.170
H 0.482 -5.329 1.376
H -0.378 -2.871 -1.199
H -2.418 -3.785 -2.230
H -4.335 -4.429 -0.808
H -4.200 -4.168 1.642
H -2.174 -3.249 2.683
H -1.364 -0.785 3.172
H -1.750 -0.654 5.596
H -0.464 -2.101 7.136
H 1.202 -3.688 6.242
H 1.585 -3.850 3.821
S 1.976 0.167 3.050
C 2.655 1.788 2.891
C 2.829 2.525 4.059
C 3.418 3.778 4.009
C 3.580 4.525 5.225
N 3.687 5.110 6.207
C 3.828 4.309 2.774
C 3.634 3.581 1.610
C 3.046 2.323 1.661
S 2.785 1.445 0.157
C 4.429 5.610 2.692
N 4.914 6.646 2.591
H 2.508 2.125 5.011
H 3.943 4.002 0.663
```